(1)
Molecular formula: C26H22BaN6O4S
Method: DFT, ωB97M-V/def2-TZVPD

Results
* HOMO level: -7.466 eV
* spin multiplicity: 1
* energy above the lowest of the compared OMol25 structures with the same formula, charge and spin: 0.00 kcal/mol

Cartesian coordinates (Å):
Ba -0.33 -1.43 -1.94
C 3.70 -0.59 3.32
N 2.45 0.11 3.58
C 2.16 0.85 4.72
C 0.94 1.38 4.55
N 0.49 0.96 3.30
C 1.43 0.18 2.69
S 1.43 -0.46 1.13
C -0.80 1.29 2.75
C -1.17 2.61 2.63
C -2.46 2.87 2.19
C -3.29 1.82 1.88
C -2.81 0.53 2.01
N -1.59 0.26 2.47
H 4.35 -0.44 4.17
H 4.16 -0.19 2.42
H 3.51 -1.65 3.17
H 2.84 0.91 5.55
H 0.32 1.98 5.20
H -0.46 3.40 2.85
H -2.80 3.89 2.08
H -4.30 1.98 1.51
H -3.43 -0.33 1.76
N 2.31 -0.01 -1.98
C 2.29 0.51 -3.30
C 3.15 -0.04 -4.25
C 3.14 0.41 -5.56
C 2.28 1.43 -5.93
C 1.42 1.97 -4.99
C 1.39 1.52 -3.66
C 0.42 2.13 -2.69
C 0.52 3.51 -2.47
C -0.41 4.14 -1.64
C -1.43 3.38 -1.08
C -1.49 2.01 -1.33
C -0.57 1.30 -2.12
H 3.21 -0.39 -1.75
H 2.06 0.69 -1.28
H 3.84 -0.82 -3.96
H 3.82 -0.03 -6.29
H 2.26 1.80 -6.95
H 0.73 2.76 -5.27
H 1.31 4.09 -2.93
H -0.34 5.21 -1.46
H -2.18 3.87 -0.46
H -2.33 1.48 -0.87
O -2.91 -6.70 0.13
C -2.73 -6.01 1.24
O -2.98 -6.46 2.33
C -2.23 -4.61 1.10
C -1.89 -3.83 2.18
N -1.46 -2.65 1.71
N -1.49 -2.60 0.37
C -1.97 -3.78 -0.01
C -2.08 -4.04 -1.49
O -2.15 -5.21 -1.90
O -2.01 -2.98 -2.20
H -2.68 -6.15 -0.67
H -1.96 -4.04 3.24
H -1.19 -1.80 2.20

Formally, the Mulliken partial charges of the atoms, in units of the elementary charge, are as follows: 1.97, -0.86, 0.24, -0.49, -0.36, 0.43, -0.34, -0.31, 0.04, -0.37, -0.54, -0.66, -0.26, -0.29, 0.33, 0.33, 0.30, 0.42, 0.46, 0.49, 0.48, 0.39, 0.44, -0.22, 0.46, -0.84, -0.57, -0.75, -0.59, 0.44, -0.11, -0.40, -0.82, -0.43, -0.32, -0.29, 0.21, 0.20, 0.33, 0.38, 0.38, 0.46, 0.42, 0.38, 0.44, 0.31, -0.53, 0.35, -0.61, 0.41, -0.66, 0.35, -0.41, 0.25, 0.50, -0.79, -0.90, 0.46, 0.54, 0.10



(2)
Molecular formula: C26H22BrF5GdN6O3S2
Method: DFT, ωB97M-V/def2-TZVPD

Results
* HOMO level (alpha / beta): -2.889 / -5.330 eV
* expectation value of S²: 15.7876
* net charge: -1
* spin multiplicity: 8
* energy above the lowest of the compared OMol25 structures with the same formula, charge and spin: 169.55 kcal/mol

Cartesian coordinates (Å):
Gd -0.24 0.76 0.16
C 4.55 -0.55 0.10
C 3.13 -0.29 -0.30
N 2.10 -0.42 0.58
N 2.51 -1.00 1.75
C 1.92 -0.48 2.83
N 2.26 -1.15 4.00
S 0.89 0.85 2.97
C 2.82 0.10 -1.67
C 3.70 -0.17 -2.73
C 3.32 0.11 -4.02
C 2.06 0.66 -4.25
C 1.24 0.90 -3.15
N 1.60 0.64 -1.91
H 4.83 0.16 0.88
H 5.25 -0.45 -0.72
H 4.65 -1.54 0.55
H 2.60 -2.09 3.86
H 1.65 -1.00 4.78
H 4.67 -0.62 -2.55
H 3.98 -0.11 -4.84
H 1.70 0.90 -5.24
H 0.25 1.32 -3.28
F -3.82 3.84 3.53
C -3.40 2.59 3.21
C -2.55 2.41 2.13
C -2.11 1.12 1.81
C -2.56 0.02 2.57
C -3.41 0.28 3.65
F -3.84 -0.73 4.46
C -3.85 1.54 3.99
C -2.06 -1.34 2.25
C -2.77 -2.50 2.57
C -2.22 -3.73 2.27
C -0.97 -3.78 1.67
C -0.35 -2.58 1.35
N -0.88 -1.39 1.61
H -2.22 3.29 1.59
H -4.50 1.70 4.84
H -3.74 -2.42 3.04
H -2.77 -4.64 2.50
H -0.49 -4.72 1.43
H 0.62 -2.57 0.88
N -2.73 1.53 -1.04
H -3.48 0.94 -1.37
H -2.47 2.17 -1.78
H -3.08 2.08 -0.26
Br -0.56 -4.00 -5.28
C -0.63 -2.83 -3.78
C 0.36 -2.92 -2.81
C 0.31 -2.06 -1.72
C -0.70 -1.10 -1.55
C -1.66 -1.06 -2.56
C -1.64 -1.91 -3.66
H 1.16 -3.64 -2.92
H 1.14 -2.12 -1.02
H -2.47 -0.34 -2.52
H -2.41 -1.85 -4.43
F -0.35 4.88 1.12
C 0.47 5.04 0.09
F -0.14 5.84 -0.81
F 1.57 5.67 0.53
S 0.92 3.45 -0.75
O -0.38 2.89 -1.16
O 1.81 3.88 -1.78
O 1.43 2.57 0.30

Formally, the Mulliken partial charges of the atoms, in units of the elementary charge, are as follows: 0.11, -1.59, 0.58, 1.86, -1.56, 0.36, -0.46, -0.26, 0.32, -1.39, -0.51, -1.24, -0.14, 0.87, 0.28, 0.53, 0.28, 0.24, 0.26, 0.31, 0.40, 0.44, 0.39, -0.37, 0.27, 0.17, 0.03, -0.27, 0.53, -0.38, -1.00, 0.14, -0.99, -0.50, -1.32, -0.12, 0.89, 0.53, 0.48, 0.52, 0.39, 0.44, 0.43, -0.38, 0.18, 0.26, 0.19, -0.27, 0.00, -1.00, 0.14, 0.91, -0.29, -0.70, 0.44, 0.00, 0.05, 0.40, -0.20, 0.48, -0.23, -0.21, 1.10, -0.60, -0.57, -0.60



(3)
Molecular formula: C26H22FN3O4
Method: DFT, ωB97M-V/def2-TZVPD

Results
* HOMO level: -8.304 eV
* spin multiplicity: 1

Cartesian coordinates (Å):
C -3.52 -0.91 2.89
O -3.03 -0.37 1.69
C -3.88 0.34 0.90
C -5.13 0.80 1.28
C -5.88 1.58 0.41
C -5.39 1.92 -0.84
C -4.15 1.44 -1.24
C -3.40 0.66 -0.38
N -2.15 0.13 -0.78
C -1.11 0.97 -1.01
C 0.13 0.56 -1.37
C 1.23 1.53 -1.53
O 2.18 1.38 -2.29
N 1.14 2.64 -0.75
C 2.25 3.57 -0.64
C 3.23 3.00 0.40
O 3.31 3.43 1.53
N 3.91 1.93 -0.06
C 4.52 0.97 0.82
C 3.62 -0.23 1.01
C 2.32 -0.04 1.45
C 1.45 -1.10 1.59
C 1.91 -2.37 1.29
F 1.08 -3.43 1.44
C 3.20 -2.59 0.86
C 4.05 -1.51 0.71
C 0.35 -0.86 -1.54
C 1.58 -1.41 -1.93
C 1.73 -2.78 -2.06
C 0.67 -3.64 -1.79
C -0.54 -3.12 -1.41
C -0.72 -1.74 -1.28
C -2.04 -1.26 -0.90
O -3.01 -1.96 -0.72
H -4.41 -1.52 2.72
H -3.76 -0.12 3.62
H -2.72 -1.53 3.29
H -5.53 0.57 2.25
H -6.85 1.93 0.72
H -5.98 2.53 -1.51
H -3.76 1.66 -2.22
H -1.36 2.02 -0.91
H 0.48 2.66 0.01
H 2.73 3.65 -1.62
H 1.88 4.54 -0.31
H 3.69 1.61 -1.00
H 5.49 0.67 0.42
H 4.68 1.48 1.78
H 1.98 0.96 1.70
H 0.43 -0.97 1.92
H 3.53 -3.60 0.64
H 5.06 -1.67 0.36
H 2.41 -0.76 -2.15
H 2.69 -3.18 -2.37
H 0.80 -4.71 -1.88
H -1.39 -3.76 -1.20

Formally, the Mulliken partial charges of the atoms, in units of the elementary charge, are as follows: -1.03, -0.27, 0.77, -0.73, -0.65, -0.91, -0.05, -0.51, 0.40, 0.13, -0.17, 0.06, -0.76, -0.12, -0.86, 0.58, -0.64, -0.13, -1.22, 0.51, -0.17, -0.53, 0.40, -0.43, -0.57, -0.65, 0.63, -0.68, -0.65, -0.73, -0.66, 0.02, 0.67, -0.70, 0.42, 0.38, 0.23, 0.42, 0.39, 0.39, 0.51, 0.85, 0.31, 0.39, 0.43, 0.37, 0.38, 0.39, 0.52, 0.54, 0.50, 0.36, 0.51, 0.49, 0.39, 0.50



(4)
Molecular formula: C26H22IN2O2PPb
Method: DFT, ωB97M-V/def2-TZVPD

Results
* HOMO level (alpha / beta): -19.111 / -18.830 eV
* net charge: +4
* spin multiplicity: 1

Cartesian coordinates (Å):
Pb 2.39 -2.57 -0.19
I 3.39 0.20 0.03
C 2.88 2.26 -0.66
C 4.01 3.05 -0.77
C 3.89 4.43 -0.93
C 2.64 5.01 -0.94
C 1.47 4.22 -0.89
C 0.20 4.82 -0.91
C -0.96 4.06 -0.92
C -0.88 2.68 -0.95
C 0.36 2.04 -0.86
P -0.61 -0.52 -0.90
C -1.60 -0.48 -2.44
C -0.94 -0.48 -3.66
C -1.71 -0.55 -4.82
C -3.09 -0.56 -4.74
C -3.75 -0.56 -3.52
C -2.99 -0.49 -2.36
C -1.72 -0.42 0.54
C -1.71 0.59 1.48
C -2.61 0.51 2.54
C -3.47 -0.57 2.63
C -3.47 -1.58 1.68
C -2.59 -1.50 0.62
C 1.58 2.78 -0.79
H 5.00 2.62 -0.73
H 4.79 5.04 -1.00
H 2.53 6.08 -1.03
H 0.14 5.90 -0.92
H -1.93 4.55 -0.93
H -1.77 2.08 -1.04
H 0.14 -0.47 -3.72
H -1.21 -0.64 -5.77
H -3.69 -0.54 -5.65
H -4.82 -0.58 -3.46
H -3.50 -0.42 -1.42
H -1.04 1.45 1.41
H -2.64 1.31 3.27
H -4.16 -0.62 3.47
H -4.13 -2.43 1.76
H -2.56 -2.29 -0.13
C 2.17 -5.48 2.31
C 2.28 -4.14 2.90
N 2.29 -2.96 2.25
C 2.36 -2.00 3.22
C 2.39 -2.59 4.46
N 2.33 -3.92 4.23
H 2.10 -5.44 1.23
H 1.30 -6.01 2.71
H 3.03 -6.10 2.59
H 2.38 -0.95 2.99
H 2.44 -2.16 5.44
H 2.34 -4.64 4.96
O 0.29 -1.72 -0.79
O 0.46 0.69 -0.88

Formally, the Mulliken partial charges of the atoms, in units of the elementary charge, are as follows: 1.15, 0.44, -0.16, -0.56, -0.89, -0.55, 0.39, -0.45, -1.16, -0.03, 1.33, 0.53, 0.72, -0.66, -0.72, -0.54, -0.82, -0.05, 0.97, -0.12, -0.79, -0.60, -0.81, -0.71, 0.53, 0.48, 0.47, 0.52, 0.53, 0.51, 0.59, 0.42, 0.46, 0.45, 0.47, 0.48, 0.35, 0.49, 0.46, 0.49, 0.60, -1.15, 0.38, 0.00, -0.22, -0.66, 0.02, 0.21, 0.35, 0.37, 0.39, 0.40, 0.25, -0.48, -0.08



(5)
Molecular formula: C26H23AsBiBrN8O10S3
Method: DFT, ωB97M-V/def2-TZVPD

Results
* HOMO level: -3.354 eV
* net charge: -2
* spin multiplicity: 1
* energy above the lowest of the compared OMol25 structures with the same formula, charge and spin: 23.97 kcal/mol

Cartesian coordinates (Å):
Bi 0.83 -1.70 -0.22
N 2.31 2.62 5.24
C 2.97 1.78 4.32
C 3.97 2.25 3.49
C 4.52 1.42 2.52
C 4.08 0.12 2.40
C 3.12 -0.38 3.28
C 2.58 0.44 4.24
S 4.58 -0.91 1.05
O 5.82 -0.39 0.52
O 4.57 -2.26 1.54
N 3.36 -0.79 0.00
C 3.18 0.31 -0.75
N 3.93 1.43 -0.62
C 3.66 2.42 -1.45
C 2.67 2.37 -2.43
C 1.92 1.21 -2.45
N 2.15 0.20 -1.63
H 2.47 3.60 5.01
H 1.31 2.44 5.20
H 4.28 3.29 3.55
H 5.27 1.79 1.82
H 2.80 -1.41 3.17
H 1.80 0.08 4.90
H 4.26 3.32 -1.32
H 2.48 3.20 -3.10
H 1.09 1.08 -3.13
N -5.07 2.25 -0.76
C -3.93 2.34 0.06
C -3.96 2.08 1.43
C -2.78 1.97 2.15
C -1.56 2.14 1.50
C -1.53 2.55 0.17
C -2.71 2.68 -0.54
S -0.06 1.60 2.25
O -0.20 1.80 3.68
O 1.02 2.27 1.58
N 0.03 0.05 1.83
C -0.82 -0.88 2.30
N -1.76 -0.67 3.24
C -2.50 -1.71 3.59
C -2.36 -2.98 3.05
C -1.38 -3.12 2.08
N -0.64 -2.09 1.71
H -5.87 1.92 -0.23
H -4.86 1.55 -1.47
H -4.91 1.87 1.91
H -2.78 1.69 3.19
H -0.57 2.73 -0.29
H -2.71 2.97 -1.58
H -3.25 -1.52 4.34
H -2.98 -3.81 3.37
H -1.16 -4.06 1.58
O -1.13 0.82 -2.71
As -2.11 -0.58 -2.23
O -3.67 -0.11 -2.03
O -1.35 -1.24 -0.89
C -1.88 -1.54 -3.88
C -1.92 -0.79 -5.06
C -1.83 -1.42 -6.29
C -1.71 -2.80 -6.35
C -1.68 -3.55 -5.19
C -1.77 -2.92 -3.95
S -0.19 -4.24 -2.28
O 0.31 -4.97 -3.44
O -1.77 -3.66 -2.80
O 0.54 -2.92 -2.18
H -1.14 1.44 -1.97
H -2.02 0.28 -5.00
H -1.85 -0.83 -7.20
H -1.63 -3.30 -7.31
H -1.57 -4.63 -5.21
Br 1.67 -4.18 0.69

Formally, the Mulliken partial charges of the atoms, in units of the elementary charge, are as follows: 2.11, -0.75, 0.76, -0.79, -0.26, -0.39, -0.16, -0.47, 1.24, -0.72, -0.74, -0.62, 0.54, -0.39, -0.09, -1.11, -0.22, -0.23, 0.25, 0.36, 0.25, 0.44, 0.45, 0.25, 0.38, 0.38, 0.64, -0.78, 0.74, -0.91, -0.45, -0.65, -0.87, -0.41, 2.04, -0.80, -0.82, 0.03, 0.28, -0.42, -0.33, -0.99, -0.04, 0.07, 0.24, 0.37, 0.25, 0.48, 0.83, 0.40, 0.40, 0.37, 0.38, -0.53, 0.98, -0.84, -0.14, 0.09, -0.36, -0.61, -0.50, -0.37, 0.07, 0.65, -0.62, -0.62, -0.69, 0.08, 0.42, 0.37, 0.35, 0.42, -0.67



(6)
Molecular formula: C26H23AuN5O
Method: DFT, ωB97M-V/def2-TZVPD

Results
* HOMO level: -10.657 eV
* net charge: +1
* spin multiplicity: 1
* energy above the lowest of the compared OMol25 structures with the same formula, charge and spin: 4.02 kcal/mol

Cartesian coordinates (Å):
Au 0.19 0.00 0.42
C 1.90 3.87 0.30
C 1.49 2.46 0.11
N 0.61 1.86 0.83
N -0.07 2.44 1.87
C -0.81 1.53 2.47
O -0.86 0.27 2.13
C -1.66 1.94 3.60
C -1.64 3.25 4.06
C -2.45 3.63 5.12
C -3.28 2.69 5.71
C -3.31 1.38 5.26
C -2.49 1.00 4.20
C 2.05 1.60 -0.95
C 2.97 2.04 -1.89
C 3.41 1.16 -2.86
C 2.93 -0.14 -2.88
C 2.02 -0.53 -1.92
N 1.60 0.32 -0.98
H 1.49 4.25 1.24
H 1.51 4.48 -0.52
H 2.98 3.96 0.31
H -0.98 3.97 3.59
H -2.43 4.65 5.47
H -3.92 2.98 6.54
H -3.96 0.65 5.73
H -2.50 -0.02 3.84
H 3.32 3.06 -1.86
H 4.12 1.49 -3.61
H 3.25 -0.85 -3.63
H 1.59 -1.53 -1.88
C -3.26 0.91 -0.46
N -2.28 -0.16 -0.32
C -2.58 -1.39 -0.40
C -1.51 -2.34 -0.22
C -1.49 -3.72 -0.25
C -0.16 -4.13 0.03
C 0.57 -2.98 0.22
N -0.24 -1.89 0.06
C -2.66 1.99 -1.33
C -2.15 3.15 -0.75
C -1.50 4.10 -1.53
C -1.36 3.89 -2.90
C -1.87 2.74 -3.48
C -2.52 1.79 -2.70
H -3.46 1.31 0.53
H -4.21 0.53 -0.87
H -3.59 -1.75 -0.59
H -2.34 -4.34 -0.45
H 0.23 -5.13 0.08
H 1.62 -2.88 0.46
H -2.27 3.31 0.31
H -1.14 5.01 -1.07
H -0.87 4.64 -3.51
H -1.78 2.59 -4.55
H -2.91 0.90 -3.16

Formally, the Mulliken partial charges of the atoms, in units of the elementary charge, are as follows: 1.06, -1.70, 1.52, 0.70, -1.12, 0.22, -0.64, 0.68, -0.24, -0.76, -0.37, -0.75, -0.35, 0.24, -0.63, -0.45, -0.81, -0.03, -0.44, 0.33, 0.36, 0.50, 0.45, 0.40, 0.40, 0.42, 0.49, 0.42, 0.45, 0.43, 0.50, -1.31, 0.18, -0.54, 0.43, -0.71, -0.72, -0.52, -0.05, 0.32, -0.13, -0.77, -0.53, -0.65, -0.29, 0.29, 0.58, 0.40, 0.47, 0.45, 0.52, 0.41, 0.54, 0.45, 0.44, 0.44



Number 1: total energy -55981.1882 eV. Number 2: total energy -168533.7128 eV. Number 3: total energy -42698.6839 eV. Number 4: total energy -56989.7171 eV. Number 5: total energy -228963.2928 eV. Number 6: total energy -40518.2004 eV.